{
  "formula": "C49H61IN7SbSeV",
  "method": "ωB97M-V with the def2-TZVPD basis set",
  "homo_energy_ev": [-6.24, -6.25],
  "s2": 3.76,
  "e_above_lowest_kj_mol": 5.2,
  "spin_multiplicity": 4,
  "total_energy_ev": -167905.3991,
  "charge": 0,
  "orbital_gap_ha": [0.214, 0.214],
  "elements": ["V", "C", "C", "C", "C", "C", "N", "C", "C", "C", "C", "C", "C", "C", "N", "C", "C", "C", "N", "C", "C", "N", "C", "C", "C", "N", "H", "H", "H", "H", "H", "H", "H", "H", "H", "H", "H", "H", "H", "H", "H", "H", "H", "H", "I", "C", "C", "C", "C", "C", "C", "C", "C", "C", "C", "H", "H", "H", "H", "H", "H", "N", "C", "C", "N", "C", "C", "H", "H", "H", "H", "H", "H", "H", "H", "H", "H", "H", "C", "C", "C", "C", "C", "C", "Se", "C", "C", "C", "H", "H", "H", "H", "H", "H", "H", "H", "H", "H", "H", "C", "C", "Sb", "C", "C", "C", "C", "H", "H", "H", "H", "H", "H", "H", "H", "H", "H", "H", "H", "H", "H", "H"],
  "coordinates": [[0.27491, 0.06862, 0.06275], [0.99964, 6.05892, -3.19660], [0.35355, 4.79130, -2.70741], [-0.58038, 4.79338, -1.67191], [-1.12989, 3.61146, -1.20379], [-0.76856, 2.35586, -1.72250], [-1.22612, 1.14585, -1.17466], [-2.58105, 0.95728, -1.23591], [-3.41182, 1.75370, -2.06574], [-4.78454, 1.63823, -2.11112], [-5.45868, 0.71810, -1.31582], [-6.95895, 0.60487, -1.32357], [-4.67194, -0.10184, -0.52771], [-3.27906, -0.04262, -0.51267], [-2.63041, -1.05578, 0.26413], [-3.16177, -2.26067, 0.56207], [-2.36368, -2.85770, 1.50680], [-1.33180, -1.94298, 1.72135], [-1.48581, -0.86226, 0.95949], [0.07728, 2.38931, -2.83608], [0.63735, 3.57194, -3.30240], [0.29611, 1.20373, -3.59056], [-0.65425, 0.45177, -4.19252], [0.00024, -0.47927, -4.95975], [1.36460, -0.20618, -4.75315], [1.53934, 0.81405, -3.92849], [0.48862, 6.93881, -2.80609], [0.98438, 6.11518, -4.28535], [2.04461, 6.11160, -2.88292], [-0.89911, 5.74244, -1.24872], [-1.90224, 3.63860, -0.44474], [-2.94228, 2.49610, -2.69767], [-5.34324, 2.29045, -2.77390], [-7.43166, 1.58745, -1.29077], [-7.31457, 0.03501, -0.46504], [-7.31635, 0.10124, -2.22475], [-5.16141, -0.81248, 0.12590], [-4.05629, -2.60835, 0.07825], [-2.49417, -3.82485, 1.95785], [-0.46620, -2.02221, 2.35701], [1.29868, 3.51836, -4.15911], [-1.70167, 0.64274, -4.02383], [-0.43992, -1.24564, -5.57316], [2.22445, -0.71410, -5.16149], [0.21454, -2.09972, -1.77951], [1.59211, -3.19308, -0.63447], [1.99615, -4.39666, -1.13393], [2.92278, -5.17064, -0.40595], [3.38880, -4.71312, 0.79019], [2.96515, -3.46692, 1.31675], [3.43948, -3.02988, 2.57627], [3.01089, -1.83958, 3.08255], [2.13016, -1.02913, 2.33301], [1.62516, -1.35945, 1.08853], [2.04839, -2.64413, 0.59529], [1.61213, -4.75904, -2.07814], [3.24899, -6.12401, -0.80085], [4.09273, -5.30192, 1.36691], [4.12539, -3.66403, 3.12586], [3.33889, -1.50371, 4.05956], [1.83667, -0.10038, 2.81032], [-0.53478, 4.39713, 2.26236], [-1.36078, 3.26024, 2.80491], [-1.15754, 2.02502, 1.94486], [0.24624, 1.68026, 1.66170], [1.07075, 2.84222, 1.29090], [0.91551, 4.00869, 2.24854], [-0.68004, 5.23167, 2.82723], [-0.82077, 4.60875, 1.30017], [-2.40433, 3.57321, 2.80815], [-0.99687, 3.07883, 3.81780], [-1.69197, 2.10224, 1.00455], [-1.58158, 1.18907, 2.49491], [0.64028, 1.36288, 2.56888], [0.84603, 3.15556, 0.26905], [2.11195, 2.53459, 1.31843], [1.49425, 4.87439, 1.92820], [1.16899, 3.71695, 3.27154], [-4.79214, 2.41677, 7.93860], [-3.48905, 2.16608, 7.22652], [-3.30853, 1.05632, 6.41556], [-2.10550, 0.80310, 5.75864], [-1.98648, -0.43942, 4.92242], [-1.02961, 1.69517, 5.90885], [0.63344, 1.39478, 5.01116], [-1.19865, 2.82240, 6.73710], [-0.07988, 3.80299, 6.95108], [-2.41599, 3.03580, 7.37396], [-5.53213, 1.65942, 7.67991], [-5.20690, 3.39320, 7.67936], [-4.66081, 2.39792, 9.02250], [-4.12649, 0.35259, 6.29375], [-2.88802, -1.04829, 5.00340], [-1.12161, -1.03045, 5.23174], [-1.82209, -0.20975, 3.86947], [0.81778, 3.29554, 7.30660], [-0.37054, 4.57121, 7.66886], [0.20952, 4.28649, 6.01277], [-2.52529, 3.90849, 8.01190], [5.10731, 2.95257, -1.67065], [3.65794, 2.54836, -1.91864], [2.93447, 0.77149, -0.90813], [3.79048, -0.80671, -2.08837], [5.04458, -0.43028, -2.86634], [4.49957, 0.63665, 0.57384], [4.46082, 1.59451, 1.75843], [5.35741, 3.86030, -2.22658], [5.80415, 2.17757, -1.98848], [5.30461, 3.15278, -0.61603], [3.46619, 2.36594, -2.97466], [2.97887, 3.35268, -1.62286], [3.00833, -1.15813, -2.75932], [3.99057, -1.61094, -1.37635], [4.84695, 0.37941, -3.57220], [5.41811, -1.28310, -3.43867], [5.85138, -0.10878, -2.20581], [5.43462, 0.75291, 0.02219], [4.45306, -0.39543, 0.92575], [4.38010, 2.64007, 1.44507], [5.37067, 1.51258, 2.35730], [3.62605, 1.37249, 2.42487]],
  "lowdin_charge": [0.30, -0.05, -0.28, -0.05, -0.07, -0.28, -0.04, -0.25, -0.04, -0.05, -0.29, -0.06, 0.00, -0.11, -0.07, -0.06, -0.03, -0.13, -0.02, -0.15, 0.02, -0.10, -0.09, -0.10, -0.18, 0.08, 0.07, 0.08, 0.08, 0.11, 0.11, 0.11, 0.11, 0.08, 0.07, 0.08, 0.11, 0.12, 0.10, 0.11, 0.13, 0.12, 0.10, 0.11, 1.22, -0.58, -0.17, -0.09, -0.04, -0.17, -0.05, -0.07, -0.17, -0.26, -0.26, 0.09, 0.10, 0.11, 0.11, 0.11, 0.02, 0.07, -0.10, -0.19, -0.10, -0.20, -0.10, 0.18, 0.15, 0.14, 0.06, 0.09, 0.10, -0.01, 0.10, 0.07, 0.14, 0.09, -0.06, -0.29, -0.03, -0.31, -0.09, -0.59, 0.63, -0.32, -0.11, -0.03, 0.07, 0.07, 0.08, 0.11, 0.07, 0.07, 0.03, 0.06, 0.07, 0.05, 0.11, -0.18, -0.42, 1.46, -0.42, -0.18, -0.40, -0.18, 0.07, 0.05, 0.05, 0.02, 0.03, -0.01, 0.05, 0.06, 0.07, 0.05, 0.04, 0.04, 0.05, 0.08, 0.05]
}